Entry 1:
The following is a quantum chemistry calculation of a 8-piece molecular cluster, C37H63IN2O8 overall, from OMol25.

CARTESIAN COORDINATES (ANGSTROEM)
1 C 2.6630 1.1989 -0.2841
2 C 2.3676 0.0280 0.6816
3 C 1.5607 -1.0757 0.0088
4 I 2.0893 -2.9679 0.9212
5 C 0.0591 -0.8980 0.0585
6 N -0.4105 0.0335 0.8408
7 C -1.7642 0.1969 0.8931
8 C -2.3465 1.1625 1.7325
9 C -3.7006 1.3040 1.7841
10 C -4.5633 0.4922 1.0113
11 C -6.0550 0.6568 1.0814
12 C -4.0047 -0.4437 0.1868
13 C -2.6145 -0.6047 0.1086
14 N -2.1025 -1.5463 -0.7365
15 C -0.8092 -1.7130 -0.7635
16 C -0.3026 -2.7625 -1.7263
17 C -0.5312 -4.2151 -1.2745
18 C -1.9897 -4.6769 -1.3192
19 O -2.2183 -5.7091 -0.3667
20 C -2.5045 -5.2371 0.9350
21 H 2.3598 2.1418 0.1611
22 H 3.7359 1.2749 -0.4476
23 H 2.1820 1.0617 -1.2497
24 H 1.9074 0.3574 1.6090
25 H 3.3250 -0.4069 0.9681
26 H 1.8680 -1.1524 -1.0327
27 H -1.7420 1.8121 2.3541
28 H -4.1386 2.0608 2.4233
29 H -6.3457 1.4252 1.7926
30 H -6.4998 -0.2855 1.4118
31 H -6.4778 0.8774 0.1024
32 H -4.6369 -1.0866 -0.4144
33 H -0.8650 -2.6068 -2.6517
34 H 0.7455 -2.6039 -1.9753
35 H 0.0416 -4.8584 -1.9453
36 H -0.1628 -4.3668 -0.2620
37 H -2.2256 -5.1281 -2.2849
38 H -2.6847 -3.8531 -1.1589
39 H -2.6458 -4.1542 0.9578
40 H -3.3964 -5.7365 1.3168
41 H -1.6814 -5.4755 1.6174
42 C -0.0311 5.9891 2.4918
43 C -0.1014 4.4844 2.5259
44 O -0.3959 3.8799 3.5352
45 C 0.2103 3.7586 1.2435
46 H -0.2685 6.3893 3.4756
47 H 0.9763 6.3056 2.2139
48 H -0.7368 6.3813 1.7535
49 H 1.2209 4.0011 0.9114
50 H -0.4968 4.0676 0.4725
51 H 0.1332 2.6855 1.4050
52 C 1.8899 4.6271 8.4881
53 C 1.5737 5.1310 7.0979
54 O 2.3145 5.8970 6.5254
55 C 0.2994 4.6340 6.4651
56 H 2.8292 5.0567 8.8286
57 H 1.0927 4.9094 9.1777
58 H 1.9722 3.5392 8.4810
59 H -0.5556 4.9192 7.0823
60 H 0.3188 3.5473 6.3756
61 H 0.1867 5.0599 5.4772
62 C 1.6217 -7.5117 1.9121
63 C 3.0163 -7.2316 1.3998
64 O 3.7619 -6.4815 1.9875
65 C 3.4193 -7.9257 0.1243
66 H 1.4514 -6.9542 2.8306
67 H 0.8815 -7.2136 1.1668
68 H 1.5028 -8.5782 2.1101
69 H 2.7478 -7.6455 -0.6864
70 H 3.3695 -9.0077 0.2536
71 H 4.4337 -7.6462 -0.1441
72 C 3.2152 -9.5421 -4.7258
73 C 4.3233 -9.2455 -3.7439
74 O 4.0901 -8.8782 -2.6169
75 C 5.7372 -9.4305 -4.2399
76 H 2.2522 -9.3720 -4.2508
77 H 3.3058 -8.8949 -5.5996
78 H 3.2758 -10.5802 -5.0563
79 H 5.9222 -8.7790 -5.0954
80 H 5.8922 -10.4644 -4.5523
81 H 6.4369 -9.1866 -3.4443
82 C -8.7774 4.5298 -0.8968
83 C -7.3507 4.3183 -0.4487
84 O -7.0878 3.8250 0.6214
85 C -6.2655 4.7528 -1.4054
86 H -9.4571 4.1778 -0.1247
87 H -8.9589 5.5898 -1.0812
88 H -8.9653 3.9805 -1.8208
89 H -6.3520 5.8215 -1.6089
90 H -6.3590 4.2116 -2.3485
91 H -5.2913 4.5474 -0.9676
92 C 5.6037 2.3750 -4.8069
93 C 5.0668 1.7754 -3.5287
94 O 4.0600 2.1907 -3.0063
95 C 5.8531 0.6291 -2.9373
96 H 4.9544 3.1851 -5.1297
97 H 6.6107 2.7626 -4.6447
98 H 5.6474 1.6144 -5.5880
99 H 6.8692 0.9519 -2.7053
100 H 5.9065 -0.1955 -3.6498
101 H 5.3700 0.2840 -2.0263
102 C -0.9768 8.3392 -1.3562
103 C -1.1256 6.8381 -1.3383
104 O -1.4306 6.2438 -0.3298
105 C -0.8721 6.1108 -2.6352
106 H -1.1833 8.7397 -0.3667
107 H 0.0384 8.6101 -1.6502
108 H -1.6733 8.7754 -2.0739
109 H 0.1471 6.2983 -2.9766
110 H -1.5648 6.4620 -3.4018
111 H -1.0094 5.0421 -2.4885

Forces on atoms 1 to 2 (eV/Å):
C 0.010 -0.184 0.618
C 0.600 -0.039 -0.239

The LUMO energy comes out at 0.007 hartree. As for the HOMO energy: -8.468 eV. For the gap between HOMO and LUMO, the calculation gives 0.3177 Ha. As for the structure (SMILES): CC[C@@H](I)c1nc2ccc(C)cc2nc1CCCOC.CC(C)=O.CC(C)=O.CC(C)=O.CC(C)=O.CC(C)=O.CC(C)=O.CC(C)=O. The value obtained for the electronic energy is -66851.4529 eV.

Atom charges from the Löwdin analysis, given in e for atoms 1 to 2: -0.0791, -0.3198

=====

Entry 2:
The following is a quantum chemistry calculation of C27H29BrFNOPPdTe as an isolated structure, from OMol25.

CARTESIAN COORDINATES (ANGSTROEM)
1 Pd -0.8815 0.0980 0.6706
2 F 3.0537 2.1112 4.9541
3 C 2.0832 1.3766 4.3844
4 C 2.4339 0.3913 3.4827
5 C 1.4229 -0.3515 2.8915
6 C 0.0768 -0.1092 3.1803
7 C -0.9980 -0.8234 2.4303
8 C -0.2280 0.8899 4.1114
9 C 0.7671 1.6318 4.7240
10 H 3.4779 0.2042 3.2697
11 H 1.6847 -1.1496 2.2067
12 H -1.9790 -0.6745 2.8851
13 H -0.7744 -1.8910 2.3877
14 H -1.2656 1.0794 4.3614
15 H 0.5411 2.3983 5.4533
16 C 1.9204 1.4410 -1.8467
17 P 0.1976 1.8938 -2.1648
18 C 0.0620 3.6765 -1.9662
19 C -0.1184 1.5647 -3.8984
20 O -0.7617 1.1513 -1.2813
21 H 2.5738 2.3131 -1.8499
22 H 2.2708 0.7356 -2.6000
23 H 1.9746 0.9570 -0.8706
24 H 0.7116 4.1969 -2.6711
25 H 0.3316 3.9638 -0.9492
26 H -0.9731 3.9661 -2.1506
27 H 0.5868 2.1036 -4.5331
28 H -1.1345 1.8763 -4.1414
29 H -0.0274 0.4930 -4.0806
30 Te -1.9995 -1.8236 -0.5378
31 C -1.0482 -3.5705 0.1555
32 C -1.7491 -4.7695 0.1123
33 C -1.1382 -5.9399 0.5444
34 C 0.1658 -5.9106 1.0153
35 C 0.8641 -4.7101 1.0609
36 C 0.2565 -3.5390 0.6360
37 C -1.1170 -1.8349 -2.4583
38 C 0.2399 -2.0728 -2.6390
39 C 0.7586 -2.1506 -3.9235
40 C -0.0734 -1.9804 -5.0250
41 C -1.4243 -1.7280 -4.8398
42 C -1.9506 -1.6579 -3.5547
43 H -2.7667 -4.7986 -0.2568
44 H -1.6841 -6.8734 0.5127
45 H 0.6390 -6.8233 1.3523
46 H 1.8797 -4.6865 1.4341
47 H 0.7912 -2.5982 0.6878
48 H 0.8937 -2.2167 -1.7871
49 H 1.8123 -2.3543 -4.0650
50 H 0.3321 -2.0513 -6.0257
51 H -2.0762 -1.5989 -5.6939
52 H -3.0106 -1.4807 -3.4179
53 Br -3.3866 2.3329 1.3530
54 C -1.6765 3.0923 1.6079
55 C -1.5739 4.4246 1.9788
56 C -0.3063 4.9455 2.1668
57 C 0.7995 4.1263 1.9828
58 C 0.5865 2.8145 1.6126
59 N -0.6359 2.3026 1.4205
60 H -2.4627 5.0223 2.1160
61 H -0.1844 5.9796 2.4612
62 H 1.8050 4.4912 2.1379
63 H 1.4114 2.1238 1.4862

Forces on atoms 1 to 2 (eV/Å):
Pd -0.160 0.683 -0.618
F 0.016 0.010 0.009

The LUMO energy comes out at -0.102 hartree. As for the HOMO energy: -10.770 eV. For the gap between HOMO and LUMO, the calculation gives 0.2934 Ha. The value obtained for the electronic energy is -124825.2559 eV. Its total charge is +1.

Atom charges from the Löwdin analysis, given in e for atoms 1 to 2: 0.4883, 0.0706

=====

Entry 3:
The following is a quantum chemistry calculation of C38H55ClIrOP4 as an isolated structure in a non-equilibrium geometry, from OMol25.

CARTESIAN COORDINATES (ANGSTROEM)
1 P 1.3822 1.0865 -5.0018
2 C 3.0644 1.4629 -4.8276
3 C 3.8096 0.8171 -5.8226
4 H 3.3579 0.0111 -6.3923
5 C 5.0949 1.2738 -6.0801
6 H 5.6639 0.8125 -6.8612
7 C 5.6161 2.3381 -5.3016
8 H 6.6360 2.6871 -5.5274
9 C 4.8740 2.9207 -4.2742
10 H 5.3072 3.7337 -3.6820
11 C 3.5879 2.4862 -3.9975
12 H 2.9901 2.9116 -3.2045
13 C 0.9737 -0.5796 -5.3716
14 C 1.7174 -1.6797 -4.9025
15 H 2.5442 -1.5363 -4.2018
16 C 1.4170 -2.9332 -5.3950
17 H 1.9683 -3.8025 -5.0443
18 C 0.4140 -3.0787 -6.3743
19 H 0.1933 -4.0707 -6.7855
20 C -0.3074 -1.9700 -6.8348
21 H -1.0687 -2.0760 -7.6069
22 C -0.0691 -0.7157 -6.3184
23 H -0.5913 0.1707 -6.6714
24 C 0.2442 2.3551 -5.3632
25 C 0.6714 2.9232 -6.5827
26 H 1.5935 2.5602 -7.0329
27 C -0.1190 3.8879 -7.1504
28 H 0.1878 4.3094 -8.1067
29 C -1.2874 4.3251 -6.5031
30 H -1.8899 5.1098 -6.9672
31 C -1.6788 3.7702 -5.2615
32 H -2.5739 4.1278 -4.7678
33 C -0.9153 2.7693 -4.6886
34 H -1.2012 2.3301 -3.7342
35 Ir 0.1019 0.1070 -0.0861
36 C -1.5393 -1.1497 -0.4894
37 C -1.9480 -1.5339 -1.7410
38 H -2.0631 -1.5095 0.3922
39 C -1.1860 -0.9358 -2.8872
40 O -2.0653 -0.0619 -3.6751
41 H -1.5591 0.3282 -4.4271
42 C -0.1149 -0.0712 -2.3078
43 H -0.6135 -1.6668 -3.5108
44 C 0.6991 0.7484 -1.6942
45 Cl 2.0544 1.4873 0.6109
46 P -1.2557 1.9668 0.3136
47 P 1.5796 -1.6910 0.1197
48 C -0.7094 2.9413 1.7413
49 H 0.2011 3.5010 1.4825
50 H -0.4757 2.2466 2.5621
51 H -1.5088 3.6336 2.0508
52 C -1.3587 3.1344 -1.0760
53 H -2.0798 2.7622 -1.8115
54 H -0.3750 3.2310 -1.5459
55 H -1.6870 4.1119 -0.7040
56 C -2.9655 1.4806 0.6859
57 H -2.9678 0.7423 1.4982
58 H -3.4217 1.0314 -0.2057
59 H -3.5409 2.3662 0.9907
60 C 2.3442 -1.7819 1.7577
61 H 1.5583 -1.9399 2.5118
62 H 2.8453 -0.8255 1.9748
63 H 3.0763 -2.6059 1.7828
64 C 0.8222 -3.3274 -0.1330
65 H 0.4197 -3.3983 -1.1520
66 H -0.0016 -3.4627 0.5801
67 H 1.5727 -4.1165 0.0206
68 C 2.9663 -1.6012 -1.0631
69 H 3.3520 -0.5772 -1.0820
70 H 2.6165 -1.8815 -2.0624
71 H 3.7530 -2.2920 -0.7366
72 P -3.3094 -2.5922 -2.2360
73 C -3.8405 -3.5271 -0.8291
74 C -2.6496 -3.6372 -3.5404
75 H -4.1291 -2.8498 -0.0142
76 H -3.0390 -4.1991 -0.4928
77 H -4.7097 -4.1225 -1.1400
78 H -2.2844 -3.0373 -4.3847
79 H -3.4529 -4.2988 -3.8894
80 H -1.8260 -4.2485 -3.1484
81 C -4.5860 -1.5348 -2.8966
82 H -4.9453 -0.8585 -2.1085
83 H -5.4153 -2.1632 -3.2506
84 H -4.1722 -0.9375 -3.7207
85 H 1.5693 1.4783 -1.6942
86 C -1.3179 0.5994 5.0536
87 C -0.1113 -0.1138 4.4404
88 C 1.1615 0.6197 4.8778
89 C -0.0715 -1.5353 5.0044
90 C -0.2035 -0.1290 2.9581
91 C -0.1923 -0.1126 1.7107
92 H -1.2339 0.6152 6.1402
93 H -2.2422 0.0799 4.7837
94 H -1.3855 1.6315 4.6968
95 H 1.2318 0.6458 5.9658
96 H 2.0516 0.1174 4.4811
97 H 1.1634 1.6498 4.5029
98 H -0.9722 -2.0826 4.7110
99 H 0.8009 -2.0791 4.6319
100 H -0.0214 -1.5063 6.0926

Forces on atoms 1 to 2 (eV/Å):
P -0.838 -0.650 2.476
C 0.159 0.263 0.169

The LUMO energy (spin up / spin down) comes out at -0.170 / -0.313 hartree. As for the spin multiplicity: 6. As for the HOMO energy (spin up / spin down): -8.920 / -12.393 eV. For the gap between HOMO and LUMO (spin up / spin down), the calculation gives 0.1580 / 0.1422 Ha. The value obtained for the electronic energy is -94838.7425 eV. Its total charge is +2.

Atom charges from the Löwdin analysis, given in e for atoms 1 to 2: 1.1826, -0.3618

=====

Entry 4:
The following is a quantum chemistry calculation of C36H48BBrF5N7PbS3Se2 as an isolated structure, from OMol25.

CARTESIAN COORDINATES (ANGSTROEM)
1 Pb -0.1698 -0.4204 -0.2550
2 C 5.7867 -2.5046 -0.4779
3 C 4.4077 -2.2075 -1.0587
4 C 4.3904 -2.6049 -2.5310
5 C 3.3534 -2.9616 -0.2520
6 N 4.1453 -0.7184 -0.9505
7 C 5.0402 0.1939 -0.4315
8 C 4.4718 1.4136 -0.5238
9 N 3.2299 1.2581 -1.0949
10 B 2.3487 2.5177 -1.3268
11 N 1.7112 3.0078 0.0035
12 C 1.4659 4.3449 0.1656
13 C 1.0452 4.5368 1.4356
14 N 1.0178 3.3106 2.0536
15 C 1.4106 2.3765 1.1540
16 S 1.5499 0.6732 1.4270
17 C 0.7435 3.1250 3.5351
18 C 2.0440 2.6782 4.1962
19 C 0.3062 4.4621 4.1267
20 C -0.3781 2.1156 3.7332
21 N 1.2858 2.3399 -2.4437
22 C 1.6714 2.4392 -3.7580
23 C 0.5633 2.3500 -4.5213
24 N -0.5129 2.1961 -3.6745
25 C -0.0508 2.1738 -2.4026
26 S -1.0022 1.9764 -0.9595
27 C -1.9559 2.1741 -4.1425
28 C -2.6244 0.8847 -3.6815
29 C -2.6625 3.4033 -3.5816
30 C -1.9783 2.2290 -5.6662
31 C 3.0424 -0.0471 -1.3403
32 S 1.6316 -0.7506 -2.0606
33 H 5.9656 -3.5729 -0.5855
34 H 5.8479 -2.2638 0.5847
35 H 6.5812 -1.9863 -1.0156
36 H 4.6119 -3.6694 -2.6096
37 H 5.1530 -2.0570 -3.0865
38 H 3.4201 -2.4294 -2.9940
39 H 3.6561 -4.0058 -0.1696
40 H 2.3787 -2.9281 -0.7367
41 H 3.2702 -2.5481 0.7568
42 H 6.0052 -0.0810 -0.0538
43 H 4.8534 2.3793 -0.2413
44 H 3.0945 3.3868 -1.6866
45 H 1.6355 5.0567 -0.6233
46 H 0.7885 5.4505 1.9341
47 H 2.8163 3.4428 4.0981
48 H 2.4137 1.7481 3.7627
49 H 1.8632 2.5083 5.2577
50 H 1.0915 5.2171 4.0804
51 H 0.0786 4.2987 5.1783
52 H -0.5962 4.8449 3.6471
53 H -0.0607 1.0918 3.5452
54 H -1.2208 2.3331 3.0799
55 H -0.7219 2.1803 4.7656
56 H 2.6996 2.5802 -4.0425
57 H 0.4665 2.4034 -5.5876
58 H -2.8269 0.9035 -2.6136
59 H -2.0014 0.0175 -3.9178
60 H -3.5739 0.7784 -4.2068
61 H -2.6417 3.4215 -2.4925
62 H -3.7062 3.3845 -3.8958
63 H -2.2072 4.3189 -3.9614
64 H -1.4890 1.3636 -6.1162
65 H -1.5303 3.1439 -6.0547
66 H -3.0206 2.2195 -5.9798
67 C -4.1836 1.5656 3.2752
68 Se -2.9777 0.2238 2.5435
69 C -3.0795 -1.0792 4.0016
70 C -3.8499 -2.3321 3.6397
71 Se -2.9880 -3.2891 2.1703
72 C -4.5305 -4.3358 1.6229
73 H -3.8779 1.8425 4.2808
74 H -5.1994 1.1827 3.2724
75 H -4.1246 2.4362 2.6259
76 H -3.5639 -0.5528 4.8231
77 H -2.0624 -1.3223 4.3072
78 H -4.8678 -2.0933 3.3345
79 H -3.8785 -3.0091 4.4925
80 H -4.8560 -4.9811 2.4338
81 H -4.2159 -4.9475 0.7812
82 H -5.3364 -3.6753 1.3143
83 F -3.3771 -0.0776 -0.5842
84 C -3.0223 -1.1333 -1.3155
85 C -1.7196 -1.5891 -1.3021
86 C -1.3954 -2.6172 -2.1733
87 F -0.1598 -3.1456 -2.2016
88 C -2.3274 -3.1865 -3.0191
89 F -1.9833 -4.1749 -3.8345
90 C -3.6315 -2.7200 -2.9998
91 F -4.5341 -3.2456 -3.8074
92 C -3.9813 -1.6914 -2.1413
93 F -5.2234 -1.2227 -2.1399
94 Br 1.3864 -5.9859 3.7572
95 C 0.8922 -4.4934 2.7580
96 C 0.4002 -4.6467 1.4729
97 C 0.0523 -3.5140 0.7680
98 N 0.1870 -2.2793 1.2666
99 C 0.6390 -2.1445 2.5224
100 C 0.9999 -3.2228 3.3023
101 H 0.2795 -5.6246 1.0297
102 H -0.3527 -3.5991 -0.2257
103 H 0.6906 -1.1423 2.9199
104 H 1.3509 -3.0738 4.3132

Forces on atoms 1 to 2 (eV/Å):
Pb 0.534 0.492 -0.105
C -0.004 0.038 0.015

The LUMO energy comes out at -0.252 hartree. As for the HOMO energy: -12.275 eV. For the gap between HOMO and LUMO, the calculation gives 0.1993 Ha. The value obtained for the electronic energy is -301284.2592 eV. Its total charge is +2.

Atom charges from the Löwdin analysis, given in e for atoms 1 to 2: 0.9543, -0.0395

=====

Question: The highest electronic energy belongs to which entry?
Answer: C37H63IN2O8